(1)
{
  "formula": "C9H8N5O8",
  "method": "the ωB97M-V functional and the def2-TZVPD basis",
  "species": ["C", "C", "C", "N", "O", "O", "H", "H", "H", "H", "H", "H", "O", "N", "O", "C", "C", "C", "N", "O", "O", "C", "C", "N", "O", "O", "N", "C", "H", "H"],
  "xyz": [[0.40925, -0.86109, -2.87142], [0.61051, -0.81359, -1.34821], [2.14278, -0.80212, -1.05595], [0.21659, -2.21309, -0.90782], [0.72535, -2.75545, 0.12928], [-0.44336, -2.90983, -1.73350], [0.82205, 0.04477, -3.28527], [0.89610, -1.70108, -3.36228], [-0.63970, -0.91305, -3.07866], [2.56485, 0.16284, -1.47453], [2.38725, -0.82228, 0.06028], [2.72248, -1.65904, -1.56203], [-1.92717, 0.69366, 4.57792], [-1.04105, 1.29982, 3.95132], [-0.31216, 2.18274, 4.45198], [-0.79798, 0.97375, 2.48851], [0.16397, 1.67314, 1.76563], [0.39872, 1.38971, 0.42826], [1.26739, 2.33911, -0.25113], [1.85295, 3.21088, 0.41034], [1.47957, 2.18148, -1.46836], [-0.11357, 0.24863, -0.39338], [-1.25662, -0.19160, 0.37210], [-2.36414, -0.88834, -0.16462], [-2.64640, -1.21120, -1.28407], [-3.23059, -1.10431, 0.92806], [-2.68780, -0.64481, 2.12277], [-1.57133, 0.04979, 1.71865], [0.83092, 2.35587, 2.27060], [-0.45886, 0.68471, -1.43447]],
  "atomic_forces_ev_per_a": [[-0.3, 1.2, 0.6], [3.3, -2.1, 1.8], [1.6, 0.4, 0.1], [0.2, -4.8, 0.2], [-1.7, 2.2, -2.4], [1.4, 1.8, 2.5], [0.1, 0.5, -0.1], [0.1, 0.0, 0.5], [-0.6, 0.0, -0.3], [-0.6, -1.1, 0.5], [-0.5, 0.0, -1.6], [-1.1, 1.1, 0.7], [1.3, 0.9, -1.2], [0.3, -0.2, -0.9], [-1.1, -1.2, -0.6], [0.3, 0.5, 1.6], [-0.2, -1.3, 0.4], [2.4, 0.9, -0.8], [0.7, -0.8, 0.6], [-0.6, -0.3, -0.6], [-0.5, 0.2, 0.6], [-1.7, 1.8, -4.6], [-3.7, -2.2, -1.1], [3.0, 2.3, 3.6], [-0.7, -0.3, -0.9], [0.1, -0.9, -0.6], [1.7, 1.9, -1.8], [-2.1, -1.6, 1.8], [-0.4, 0.4, -0.1], [-0.6, 0.6, 2.2]],
  "smiles": "CC(C)([C@@H]1C([N+](=O)[O-])=CC(=[N+]([O-])[O-])c2no[n+]([O-])c21)[N+](=O)[O-]",
  "homo_ev": -4.800,
  "gap_ha": 0.2598,
  "lumo_energy_ha": 0.0834,
  "total_charge": -1
}



(2)
{
  "formula": "C9H8O4S2",
  "method": "the ωB97M-V functional and the def2-TZVPD basis",
  "species": ["C", "C", "C", "C", "C", "C", "C", "C", "C", "O", "O", "O", "O", "S", "S", "H", "H", "H", "H", "H", "H", "H", "H"],
  "xyz": [[-2.79769, 1.44773, -0.84017], [-1.76080, 1.37574, -1.77408], [-2.62421, 0.85007, 0.40450], [-0.51948, 0.78516, -1.50512], [-1.34347, 0.46614, 0.74868], [-0.31330, 0.34592, -0.18845], [0.99971, -2.22130, 1.87766], [1.08225, -0.93566, 1.73600], [0.94271, -0.31690, 0.28329], [2.85852, -0.61143, -1.17626], [0.54965, -1.71558, -2.03424], [3.33775, 0.53510, 1.03935], [2.32601, 1.84189, -0.75828], [1.53031, -1.70090, -0.99967], [2.48214, 0.58051, -0.11124], [-3.68198, 1.83859, -1.05718], [-1.86329, 1.71697, -2.71584], [-3.45384, 0.72942, 1.22436], [0.31253, 0.60249, -2.17198], [-0.97491, 0.03246, 1.68737], [1.10131, -2.69450, 2.90703], [0.49550, -2.73704, 0.99196], [1.31458, -0.21490, 2.43233]],
  "atomic_forces_ev_per_a": [[3.7, -2.4, 1.0], [1.1, -1.1, 2.3], [-0.9, 0.4, 2.2], [-0.2, -0.3, 1.6], [1.2, -1.6, 0.2], [-0.4, 0.3, 0.2], [-1.8, -2.2, 0.7], [-0.3, 1.4, -3.7], [0.7, -0.9, 0.0], [-0.3, 0.5, 0.0], [-0.4, 0.2, -1.5], [0.0, -0.4, -0.6], [-0.2, -0.6, -0.4], [0.6, 0.4, 2.1], [0.1, 0.3, 0.9], [-3.6, 1.7, -1.2], [-0.8, 1.3, -3.0], [1.5, 0.6, -1.9], [-0.6, 0.6, -0.6], [-1.3, 0.4, 0.1], [-0.1, 0.4, -1.7], [1.2, -0.1, 1.7], [0.7, 1.2, 1.8]],
  "homo_ev": -9.591,
  "gap_ha": 0.3474,
  "lumo_energy_ha": -0.0051
}



(3)
{
  "formula": "C9H9Br2N2O2",
  "method": "the ωB97M-V functional and the def2-TZVPD basis",
  "species": ["C", "C", "C", "C", "C", "C", "C", "C", "C", "N", "N", "O", "O", "Br", "Br", "H", "H", "H", "H", "H", "H", "H", "H", "H"],
  "xyz": [[1.42901, -0.78101, 1.88684], [-0.50048, 0.65103, 2.42420], [1.11041, -0.68531, 0.58373], [-0.85038, 0.65583, 1.15174], [0.57697, -0.10260, 2.86299], [-0.10057, -0.09420, 0.17562], [-0.39943, -0.59892, -3.22764], [-1.27723, 1.82031, -3.47201], [1.01889, -0.09689, 4.22649], [-0.69552, -1.59995, -4.09151], [-0.59085, -0.05783, -1.05779], [-0.77074, 0.54608, -3.64454], [0.01909, -0.87905, -2.02562], [-1.06588, 3.00465, -4.88833], [-1.33399, 2.62498, -1.76473], [2.32467, -1.24878, 2.02659], [-1.00799, 1.24689, 3.12267], [1.75000, -1.24522, -0.07173], [-1.84305, 1.17564, 0.78154], [2.12994, -0.45399, 4.40436], [0.73992, 0.85542, 4.80449], [0.34621, -0.71991, 4.75314], [-0.52043, -1.39735, -5.08168], [-0.48856, -2.61981, -3.87882]],
  "atomic_forces_ev_per_a": [[-3.3, 2.4, 0.4], [0.8, -0.5, 1.2], [-0.2, -1.2, -0.4], [-3.1, 0.6, -3.8], [2.8, -0.7, -2.0], [0.3, 0.3, -0.8], [-1.4, -1.0, 0.5], [0.0, 0.5, 1.4], [1.7, 1.1, 2.7], [1.8, -1.4, 0.0], [-1.6, 0.8, 0.5], [0.3, 0.9, -1.0], [0.7, -0.7, -0.5], [0.1, -0.6, 0.0], [0.0, 0.2, -0.7], [2.1, -1.2, 1.5], [-0.8, 0.6, 0.9], [0.0, 0.2, -0.7], [2.3, -1.0, 0.8], [-2.4, 0.9, -0.3], [1.0, -0.8, -1.1], [-0.5, -1.5, 0.9], [-0.5, 0.1, 0.5], [-0.2, 2.0, 0.2]],
  "homo_ev": [-11.215, -11.837],
  "gap_ha": [0.2414, 0.2559],
  "lumo_energy_ha": [-0.1708, -0.1792],
  "total_charge": 1
}



(4)
{
  "formula": "C9H9BrINO",
  "method": "the ωB97M-V functional and the def2-TZVPD basis",
  "species": ["C", "C", "C", "C", "C", "C", "C", "C", "C", "N", "O", "Br", "I", "H", "H", "H", "H", "H", "H", "H", "H", "H"],
  "xyz": [[3.18663, -1.08141, -0.75961], [2.09563, -0.77783, -1.54757], [3.24966, -0.70794, 0.56547], [1.00320, -0.09911, -1.02539], [2.08977, -0.12460, 1.12512], [0.93492, 0.12044, 0.38228], [-2.49097, -0.00210, 0.57044], [-0.23126, 0.81323, 0.96596], [-3.72032, 0.22793, -0.38110], [-1.43760, 0.66175, 0.14991], [-2.54106, -0.70531, 1.53108], [-4.19910, 2.03363, -0.18573], [-5.27116, -1.18355, 0.09924], [4.19274, -1.43766, -1.23010], [2.14778, -0.86768, -2.61811], [4.12857, -0.91752, 1.14886], [0.23374, 0.32247, -1.65407], [2.13666, 0.11490, 2.21780], [-0.44052, 0.33589, 1.87622], [-0.08152, 1.97693, 0.90072], [-3.39474, 0.00997, -1.45409], [-1.59104, 1.28755, -0.67732]],
  "atomic_forces_ev_per_a": [[3.0, -0.4, -0.9], [-0.5, 1.0, -0.4], [-1.8, 0.1, 0.0], [0.4, -0.3, 1.6], [0.5, -0.4, 1.2], [1.7, 0.1, -1.9], [-1.8, -0.3, -1.2], [-0.5, 2.5, -2.2], [1.0, -1.8, -0.8], [1.1, 1.6, -1.8], [0.0, -0.9, 1.4], [-0.7, 1.0, -0.2], [0.3, 0.5, -0.2], [-2.2, 0.3, 0.7], [0.1, -0.4, -0.2], [0.1, 0.1, 0.2], [-0.1, -0.4, -0.2], [-0.3, -0.1, -1.0], [-0.4, 0.2, 1.7], [0.1, -2.1, 1.1], [-0.7, 0.4, 1.5], [0.5, -0.9, 1.5]],
  "homo_ev": -9.426,
  "gap_ha": 0.3524,
  "lumo_energy_ha": 0.0060
}



(5)
{
  "formula": "C9H9Cl2O3S",
  "method": "the ωB97M-V functional and the def2-TZVPD basis",
  "species": ["C", "C", "C", "C", "C", "C", "C", "C", "C", "O", "O", "O", "S", "Cl", "Cl", "H", "H", "H", "H", "H", "H", "H", "H", "H"],
  "xyz": [[-1.16700, 2.59271, 1.31012], [-0.07298, 2.56264, 0.44019], [-1.92816, 1.42998, 1.55992], [0.37000, 1.35821, -0.02861], [-1.48555, 0.22017, 1.08525], [-0.35901, 0.18436, 0.19084], [0.33883, -0.70137, -2.61060], [0.10472, -1.22584, -0.08256], [0.93353, -1.38074, -1.42590], [2.16489, -0.80640, 1.43754], [-0.01636, -1.35265, 2.52366], [1.28224, -3.08450, 1.23737], [0.98622, -1.66916, 1.50712], [0.80413, -3.10826, -1.79129], [2.63296, -1.01590, -1.22334], [-1.46118, 3.55637, 1.62053], [0.46894, 3.51392, 0.47003], [-2.88890, 1.72328, 2.03012], [1.38171, 1.36583, -0.45388], [-1.98229, -0.77458, 1.07329], [1.02983, -0.71639, -3.55327], [-0.70659, -1.13749, -2.77054], [0.23971, 0.43262, -2.41590], [-0.66970, -1.96679, -0.13010]],
  "atomic_forces_ev_per_a": [[0.2, -1.4, -1.7], [-0.8, 1.0, 2.5], [-0.5, 2.1, 0.3], [1.1, -0.8, -0.7], [0.1, -0.6, -2.7], [-0.8, 0.0, 1.6], [-0.6, 2.5, -1.7], [1.3, 1.7, -0.6], [-0.6, -0.8, 1.6], [-0.7, -0.2, 1.3], [0.9, -0.7, -0.1], [-0.3, 0.7, 1.1], [0.7, -0.6, -1.8], [0.2, -1.3, -0.5], [0.7, 0.4, -0.7], [-0.6, 0.8, 0.7], [0.3, -0.6, -0.8], [0.6, -1.3, 0.1], [-0.6, -0.5, -0.3], [-0.1, 1.2, 0.9], [-1.4, -0.6, 1.7], [1.5, 0.7, -0.1], [0.0, -1.8, -0.1], [-0.7, 0.0, -0.1]],
  "smiles": "CC(Cl)(Cl)[C@H](c1ccccc1)S(=O)(=O)[O-]",
  "homo_ev": -5.200,
  "gap_ha": 0.3105,
  "lumo_energy_ha": 0.1194,
  "total_charge": -1
}



(6)
{
  "formula": "C9H9ClN2OPS",
  "method": "the ωB97M-V functional and the def2-TZVPD basis",
  "species": ["C", "C", "C", "C", "C", "C", "C", "C", "C", "N", "N", "O", "P", "S", "Cl", "H", "H", "H", "H", "H", "H", "H", "H", "H"],
  "xyz": [[2.57342, -1.77930, 1.59967], [2.13682, -0.76923, 2.44236], [2.06738, -1.89112, 0.31427], [0.69596, 0.07050, 0.66418], [1.20361, 0.13653, 1.97505], [1.14331, -0.96491, -0.14273], [-0.48652, 1.93607, 1.43518], [-0.86136, 1.26002, -0.87471], [-2.20256, -0.46016, -3.06241], [-0.20485, 1.07203, 0.38776], [-1.30975, 2.86528, 1.28655], [-2.02275, -1.24629, -0.36786], [-1.48379, -0.39340, -1.40187], [0.50301, 1.46726, 2.85764], [0.54477, -1.14768, -1.79045], [3.30712, -2.48853, 1.94296], [2.51362, -0.67864, 3.44775], [2.39358, -2.68933, -0.32968], [-1.68796, 1.95922, -0.68840], [-0.19982, 1.69461, -1.63214], [-3.10331, 0.15384, -3.04153], [-1.53147, -0.08363, -3.82634], [-2.49099, -1.48895, -3.27014], [-1.49747, 3.46582, 2.07490]],
  "atomic_forces_ev_per_a": [[-0.1, 0.0, -0.2], [-0.2, 0.2, -0.2], [0.0, -0.1, 0.0], [0.3, -0.1, 0.3], [0.0, -0.2, -0.2], [0.2, 0.2, 0.8], [0.2, 0.2, 0.9], [-0.2, -0.4, -0.2], [0.3, 0.1, 0.6], [0.2, -0.4, -0.5], [-0.4, 0.2, -0.3], [-0.3, -0.3, 0.5], [-0.8, 1.0, -0.6], [-0.3, 0.2, -0.3], [0.6, -0.3, -0.6], [0.1, -0.1, 0.0], [0.1, 0.0, 0.1], [0.0, -0.1, -0.1], [-0.1, -0.2, -0.1], [-0.1, -0.1, 0.0], [0.0, 0.1, 0.1], [0.1, 0.1, -0.1], [0.1, -0.1, 0.1], [0.1, 0.0, 0.2]],
  "homo_ev": -11.771,
  "gap_ha": 0.2974,
  "lumo_energy_ha": -0.1352,
  "total_charge": 1
}



(7)
{
  "formula": "C9H9ClNOP",
  "method": "the ωB97M-V functional and the def2-TZVPD basis",
  "species": ["C", "C", "C", "C", "C", "C", "C", "C", "C", "N", "O", "P", "Cl", "H", "H", "H", "H", "H", "H", "H", "H", "H"],
  "xyz": [[2.28122, 0.70764, 1.00201], [-2.84160, 0.42814, 0.61095], [-2.88982, 1.22205, -0.51961], [-1.95822, 0.75481, 1.68414], [-1.82304, 2.03353, -0.77034], [-1.04306, 1.79792, 1.55899], [-0.87713, 2.22719, 0.22478], [1.65753, -2.99151, -1.04599], [2.95056, -3.28472, -0.93581], [2.60490, 0.54605, 2.09585], [2.28501, 0.58880, -1.59991], [1.37336, 0.54168, -0.48075], [0.54493, 3.01407, -0.36291], [-3.45348, -0.40286, 0.69518], [-3.56247, 0.92474, -1.40390], [-2.10831, 0.30092, 2.62262], [-1.73251, 2.44081, -1.71415], [1.08923, -3.45318, -0.24017], [-0.58898, 2.33751, 2.45706], [1.09575, -2.79902, -1.94769], [3.67231, -3.15248, -1.79809], [3.32380, -3.78209, -0.13225]],
  "atomic_forces_ev_per_a": [[1.1, 0.2, 2.0], [1.5, 1.6, 1.0], [-1.0, -2.4, -1.6], [-0.9, 1.0, -1.5], [0.3, -0.3, 1.9], [0.1, 0.5, 0.0], [-0.9, 0.7, 0.1], [0.1, -2.0, 0.7], [-0.1, 1.5, -4.2], [0.1, 0.1, 0.1], [1.5, 0.1, -1.5], [-2.2, -1.2, -0.9], [0.6, 1.1, 0.6], [-1.3, -1.3, 0.3], [0.8, 0.7, 1.7], [-0.1, -0.6, 0.9], [0.5, 1.0, -1.7], [-0.5, 0.7, 0.1], [-0.1, -1.3, -1.6], [0.4, 0.7, -0.1], [-0.9, 0.1, 1.1], [1.0, -1.0, 2.4]],
  "homo_ev": -9.597,
  "gap_ha": 0.3329,
  "lumo_energy_ha": -0.0198
}



(8)
{
  "formula": "C9H9IN",
  "method": "the ωB97M-V functional and the def2-TZVPD basis",
  "species": ["C", "C", "C", "C", "C", "C", "C", "C", "C", "N", "I", "H", "H", "H", "H", "H", "H", "H", "H", "H"],
  "xyz": [[-2.11567, 1.65213, -0.02961], [-2.53846, 0.26915, -0.04127], [-0.79554, 1.97391, -0.00143], [-1.57255, -0.69092, -0.03766], [0.20652, 1.06067, 0.01039], [-0.16303, -0.35777, -0.07552], [2.56647, 0.32617, 0.57543], [1.66697, 1.35896, -0.01969], [0.63636, -2.58833, 0.10988], [0.70541, -1.27628, -0.24926], [4.39608, -0.13991, -0.03182], [-2.68590, 2.56450, 0.00941], [-3.63553, -0.09097, -0.05802], [-0.41745, 3.06597, 0.06669], [-1.98954, -1.62821, -0.01532], [1.80110, 1.23064, -1.06912], [2.07700, 2.32996, 0.24014], [0.52720, -3.13840, -0.75625], [-0.20712, -2.93716, 0.61050], [1.53769, -2.98410, 0.76254]],
  "atomic_forces_ev_per_a": [[-1.4, -0.8, 0.0], [-1.2, 1.2, 0.0], [2.8, 2.7, 0.5], [0.1, 2.6, 0.1], [-0.5, -1.9, 0.6], [-2.0, 1.0, 0.1], [-1.1, -0.2, -1.2], [0.5, -1.4, 0.1], [2.2, -2.2, 1.8], [3.5, 2.8, 1.2], [-0.4, 0.0, 0.4], [-1.2, -0.5, -0.1], [1.9, 1.1, 0.1], [-1.2, -1.7, -0.1], [0.1, -2.6, -0.1], [1.0, 0.2, -1.4], [-0.4, 0.4, 0.3], [0.7, -1.7, -2.1], [-1.9, 0.2, 1.5], [-1.4, 1.0, -1.6]],
  "s2": 2.059,
  "homo_ev": [-11.752, -13.143],
  "spin_multiplicity": 3,
  "gap_ha": [0.2118, 0.2470],
  "lumo_energy_ha": [-0.2201, -0.2360],
  "total_charge": 1
}



(9)
{
  "formula": "C9H9IO4",
  "method": "the ωB97M-V functional and the def2-TZVPD basis",
  "species": ["C", "C", "C", "C", "C", "C", "C", "C", "C", "O", "O", "O", "O", "I", "H", "H", "H", "H", "H", "H", "H", "H", "H"],
  "xyz": [[-0.88455, -0.86807, 3.40520], [-1.37753, -1.23420, 2.38428], [-1.35648, -0.30927, -1.08463], [0.73554, 0.62537, 0.49871], [-0.93971, -2.24545, 0.19075], [-1.85246, -1.29203, 0.98692], [-1.81109, 0.00090, 0.20222], [2.11957, 1.15609, -2.12980], [1.99762, 2.08869, -0.82862], [-1.24993, 0.35915, -2.10279], [1.29358, -0.17601, 1.14690], [-0.75769, -1.60358, -1.03333], [0.75501, 1.63375, -0.19415], [-2.66826, 1.69767, 1.01729], [-0.35112, -0.65315, 4.35028], [-0.02594, -2.47023, 0.59113], [-1.53453, -3.29358, -0.08993], [-2.98181, -1.70397, 0.90909], [1.19409, 1.50523, -2.61316], [3.03179, 1.42915, -2.69227], [1.93799, 0.15297, -1.62063], [1.86637, 3.12138, -1.16428], [2.85955, 2.07920, -0.12917]],
  "atomic_forces_ev_per_a": [[1.2, 0.0, 2.2], [-0.9, 0.8, -1.3], [1.9, -0.1, -2.6], [-3.4, -2.1, 2.5], [-4.6, -2.1, -2.2], [-1.6, -1.3, 0.9], [-2.1, -0.7, 2.0], [-1.1, 1.3, 3.0], [1.7, 0.0, -1.7], [-0.5, -0.9, 1.4], [2.6, -0.7, 0.2], [-0.4, 1.8, -1.5], [1.5, 3.4, -1.9], [0.5, -0.7, -0.8], [-0.8, -0.2, -1.3], [2.2, -0.4, 1.4], [1.6, 2.5, 1.1], [2.3, 0.9, 0.4], [0.5, -0.8, -0.6], [-0.5, -0.9, 0.3], [0.9, 0.7, -1.8], [-0.4, -0.2, 0.4], [-0.7, -0.4, -0.3]],
  "s2": 2.012,
  "homo_ev": [-6.600, -10.075],
  "spin_multiplicity": 3,
  "gap_ha": [0.2493, 0.3008],
  "lumo_energy_ha": [0.0068, -0.0695]
}



(10)
{
  "formula": "C9H9N3",
  "method": "the ωB97M-V functional and the def2-TZVPD basis",
  "species": ["C", "C", "C", "C", "C", "C", "C", "C", "C", "H", "H", "H", "H", "H", "H", "H", "H", "H", "N", "N", "N"],
  "xyz": [[2.44742, -0.14889, 0.13387], [1.64020, -1.11911, -0.42745], [0.31947, -0.99260, -0.67516], [-0.26009, 0.18216, -0.22481], [0.46587, 1.35154, 0.11739], [1.90399, 1.14730, 0.24931], [-2.82407, 0.52202, -0.86028], [-3.91259, -0.02812, -0.19036], [-2.23000, -0.47052, 0.96299], [4.34850, -0.96572, -0.21854], [4.45094, 0.41113, 0.59169], [2.05707, -2.11048, -0.66966], [-0.35231, -1.83044, -0.86638], [-0.05646, 2.30317, 0.37724], [2.63078, 1.82653, 0.62338], [-2.66386, 1.18108, -1.79623], [-4.88202, 0.30776, -0.32817], [-1.70828, -0.76711, 1.90362], [3.81041, -0.33094, 0.39077], [-1.68446, 0.24316, -0.03974], [-3.50052, -0.71192, 0.94652]],
  "atomic_forces_ev_per_a": [[0.3, 2.1, -1.2], [1.9, -2.7, -0.6], [-1.5, 0.7, 1.6], [-0.7, 2.7, -0.5], [2.0, -1.4, 0.4], [-2.3, -1.0, 0.4], [1.0, 0.9, -0.7], [2.7, 0.7, -0.5], [1.0, -1.5, 3.2], [-1.0, 0.2, 0.5], [-0.6, 0.8, 0.3], [0.2, 0.5, 0.2], [0.4, 0.2, -0.4], [0.6, -1.0, -0.3], [-0.1, 1.3, 0.1], [-0.6, -1.4, 1.8], [-1.9, -0.2, -0.5], [0.3, 0.2, -1.3], [0.9, -1.8, -0.6], [-1.9, -0.6, -0.7], [-0.6, 1.4, -1.1]],
  "smiles": "Nc1ccc(-n2ccnc2)cc1",
  "homo_ev": -8.449,
  "gap_ha": 0.3391,
  "lumo_energy_ha": 0.0285
}